Version w
{"formula": "C4H9O2P", "method": "ωB97M-V/def2-TZVPD", "species": ["H", "P", "C", "O", "H", "H", "C", "C", "C", "O", "H", "H", "H", "H", "H", "H"], "xyz": [[3.507, -4.244, -1.606], [3.062, -3.070, -1.030], [1.697, -3.802, -0.520], [0.758, -3.181, 0.187], [1.490, -4.910, -0.584], [0.759, -2.232, 0.249], [-2.044, 2.622, 0.359], [-0.751, 1.857, 0.229], [-0.663, 0.600, -0.124], [0.502, -0.041, -0.316], [-2.789, 2.179, -0.240], [-2.286, 2.838, 1.401], [-1.866, 3.650, -0.087], [0.086, 2.620, 0.302], [-1.519, -0.173, -0.114], [1.267, 0.410, 0.090]], "mulliken_charge": [-0.02, -0.22, 0.11, -0.44, 0.28, 0.31, -1.10, -0.10, 0.04, -0.49, 0.34, 0.27, 0.29, 0.21, 0.23, 0.29], "total_charge": 0, "lumo_energy_ev": 0.805, "multiplicity": 1, "smiles": "[H]/P=C/O.C/C=C/O", "orbital_gap_ev": 9.5}

***

Version x
{"formula": "C4H9O2P", "method": "ωB97M-V/def2-TZVPD", "species": ["O", "C", "P", "C", "C", "O", "C", "H", "H", "H", "H", "H", "H", "H", "H", "H"], "xyz": [[-1.334, -1.349, 0.601], [-0.289, -0.642, -0.094], [0.444, -1.678, -1.551], [0.762, -0.392, 0.968], [0.673, 1.130, 1.157], [0.266, 1.679, -0.067], [-0.641, 0.746, -0.628], [-2.150, -1.281, 0.067], [1.005, -0.519, -2.047], [-0.655, -1.698, -2.482], [1.719, -0.745, 0.601], [0.880, -0.863, 1.929], [0.004, 1.418, 1.954], [1.684, 1.674, 1.503], [-0.598, 0.905, -1.774], [-1.702, 1.094, -0.576]], "mulliken_charge": [-0.55, 0.98, -0.13, -1.01, -0.37, -0.35, -0.88, 0.34, 0.06, 0.04, 0.29, 0.38, 0.28, 0.28, 0.31, 0.33], "total_charge": 0, "lumo_energy_ev": 0.762, "multiplicity": 1, "smiles": "O[C@]1(P)CCOC1", "orbital_gap_ev": 9.9}

***

Which is the most stable structure? version x is the most stable.

***

Version w
{"formula": "C5H13OP", "method": "ωB97M-V/def2-TZVPD", "species": ["C", "C", "C", "C", "C", "P", "O", "H", "H", "H", "H", "H", "H", "H", "H", "H", "H", "H", "H", "H"], "xyz": [[-0.917, -0.637, -1.009], [-0.187, -0.049, 0.253], [0.864, -0.872, 0.955], [-1.289, 0.111, 1.299], [0.608, 1.236, -0.074], [1.331, 1.459, -1.745], [2.289, 2.550, -1.735], [-1.554, -1.407, -0.492], [-0.142, -0.965, -1.696], [-1.650, 0.076, -1.501], [0.574, -2.012, 1.087], [1.639, -1.043, 0.238], [1.280, -0.410, 1.886], [-0.849, 0.348, 2.263], [-1.924, 0.951, 1.037], [-1.992, -0.691, 1.450], [0.262, 2.195, 0.405], [1.607, 1.112, 0.433], [2.037, 0.326, -2.157], [0.193, 1.642, -2.686]], "mulliken_charge": [-1.56, 1.83, -1.76, -1.82, -0.84, 0.40, -0.66, 0.46, 0.41, 0.29, 0.31, 0.51, 0.38, 0.38, 0.46, 0.40, 0.48, 0.23, 0.04, 0.06], "total_charge": 0, "lumo_energy_ev": 0.687, "multiplicity": 1, "smiles": "CC(C)(C)C[PH2]=O", "orbital_gap_ev": 10.8}

***

Version x
{"formula": "C5H13OP", "method": "ωB97M-V/def2-TZVPD", "species": ["C", "C", "C", "C", "C", "O", "P", "H", "H", "H", "H", "H", "H", "H", "H", "H", "H", "H", "H", "H"], "xyz": [[2.177, 0.337, -0.042], [0.086, 1.638, 0.069], [0.094, -2.182, 0.128], [0.793, 0.285, 0.410], [0.041, -0.788, -0.316], [-3.285, 1.057, -0.150], [-2.292, -0.321, -0.311], [2.868, 1.159, 0.195], [2.063, 0.244, -1.158], [2.638, -0.642, 0.356], [-0.032, 1.824, -1.022], [0.616, 2.446, 0.490], [-0.880, 1.756, 0.467], [-0.604, -2.318, 1.030], [1.147, -2.325, 0.316], [-0.283, -2.867, -0.749], [0.613, 0.091, 1.519], [-3.375, 1.616, -0.851], [0.123, -0.584, -1.388], [-2.507, -0.426, 1.006]], "mulliken_charge": [-1.17, -1.71, -1.06, 0.93, -0.87, -0.46, 0.24, 0.39, 0.32, 0.23, 0.31, 0.44, 0.54, 0.30, 0.37, 0.27, 0.21, 0.28, 0.45, -0.02], "total_charge": 0, "lumo_energy_ev": 0.470, "multiplicity": 1, "orbital_gap_ev": 8.1}

***

Which is the most stable structure? version w is the most stable.

***

Version w
{"formula": "C8H13N3O", "method": "ωB97M-V/def2-TZVPD", "species": ["C", "C", "C", "C", "C", "C", "C", "C", "N", "N", "N", "O", "H", "H", "H", "H", "H", "H", "H", "H", "H", "H", "H", "H", "H"], "xyz": [[3.971, 2.981, -0.473], [3.792, 1.644, -0.294], [2.719, 3.511, -0.903], [-2.892, -2.670, 0.053], [-2.233, -2.129, 1.314], [-2.688, -1.654, -1.000], [-0.770, -1.871, 0.992], [-1.580, -0.901, -0.984], [2.463, 1.360, -0.453], [1.863, 2.478, -0.955], [0.580, 2.525, -1.231], [-0.580, -0.860, -0.006], [4.852, 3.521, -0.202], [4.544, 0.910, 0.125], [2.496, 4.457, -1.337], [-2.374, -3.729, -0.173], [-3.965, -2.906, 0.274], [-2.607, -1.213, 1.789], [-2.175, -3.031, 1.990], [1.945, 0.490, -0.335], [-3.449, -1.789, -1.858], [-0.302, -1.324, 1.889], [-0.200, -2.782, 0.733], [-1.215, -0.281, -1.789], [0.174, 1.485, -1.089]], "mulliken_charge": [-0.60, -0.16, -0.22, -0.36, -0.64, -0.44, -0.53, -0.10, -0.05, 0.79, -1.33, -0.30, 0.36, 0.33, 0.44, 0.24, 0.30, 0.33, 0.27, 0.19, 0.23, 0.25, 0.33, 0.40, 0.26], "total_charge": 0, "lumo_energy_ev": [0.652, 0.652], "multiplicity": 1, "orbital_gap_ev": [7.4, 7.4]}

***

Version x
{"formula": "C8H13N3O", "method": "ωB97M-V/def2-TZVPD", "species": ["C", "C", "C", "C", "C", "C", "C", "C", "N", "N", "N", "O", "H", "H", "H", "H", "H", "H", "H", "H", "H", "H", "H", "H", "H"], "xyz": [[1.187, 0.745, 1.207], [-0.344, -3.156, 1.817], [0.810, -2.683, 1.415], [0.297, -0.828, -0.113], [-0.523, -1.569, -1.044], [0.853, 2.606, -1.271], [-1.427, 1.957, -0.292], [-0.217, 1.450, -0.947], [1.374, -0.426, 1.757], [0.920, -1.386, 0.970], [0.504, 0.472, -0.075], [1.543, 1.832, 1.517], [-0.639, -4.154, 2.161], [-1.176, -2.512, 1.934], [1.898, -3.146, 1.593], [-0.234, -2.649, -1.238], [-0.492, -1.006, -1.973], [-1.609, -1.642, -0.834], [1.582, 2.352, -2.083], [0.135, 3.463, -1.664], [1.426, 3.020, -0.555], [-2.313, 1.172, -0.365], [-1.684, 2.942, -0.834], [-1.322, 2.130, 0.772], [-0.549, 1.016, -1.855]], "mulliken_charge": [0.35, -0.55, -0.30, 0.87, -1.47, -1.23, -1.19, 0.28, -1.13, 0.84, 0.11, -0.61, 0.28, 0.30, 0.29, 0.37, 0.43, 0.27, 0.31, 0.27, 0.39, 0.26, 0.33, 0.31, 0.22], "total_charge": 0, "lumo_energy_ev": 0.542, "multiplicity": 1, "orbital_gap_ev": 8.2}

***

Which is the most stable structure? version x is the most stable.